Entry 1:
Entry from the Open Molecules 2025 dataset: C4H6N2O2 in the gas phase in a non-equilibrium geometry (the ωB97M-V functional and the def2-TZVPD basis).

```
14
C4H6N2O2, DFT the ωB97M-V functional and the def2-TZVPD basis
C -0.191 1.824 -0.013
N -0.137 0.386 -0.277
C 1.102 -0.459 -0.053
O 2.434 -0.041 -0.280
C 0.617 -1.722 0.017
N -0.799 -1.775 -0.101
C -1.174 -0.580 -0.193
O -2.446 -0.133 -0.168
H -1.170 2.209 -0.297
H 0.680 2.296 -0.360
H -0.119 1.948 1.155
H 3.074 -0.437 0.349
H 1.157 -2.645 0.076
H -3.029 -0.869 0.146
```

2S+1: 1
Net charge: 0
Highest occupied orbital energy, eV: -8.287
HOMO-LUMO gap, eV: 8.941
Structure (SMILES): Cn1c(O)cnc1O

Entry 2:
Entry from the Open Molecules 2025 dataset: a molecular structure, C24H32Cl2IrN3O4PS3Te (the ωB97M-V functional and the def2-TZVPD basis).

```
71
C24H32Cl2IrN3O4PS3Te, DFT the ωB97M-V functional and the def2-TZVPD basis
Ir 0.761 0.380 -0.802
C 0.878 -0.953 -4.318
C 1.930 -1.235 -3.307
N 2.102 -0.583 -2.177
C 3.216 -1.006 -1.471
C 3.875 -2.034 -2.051
S 3.118 -2.437 -3.532
C 3.531 -0.230 -0.271
C 4.667 -0.230 0.459
S 4.569 0.950 1.688
C 3.009 1.407 1.169
N 2.578 0.701 0.149
C 2.288 2.524 1.833
H 0.373 -0.023 -4.071
H 0.135 -1.750 -4.322
H 1.327 -0.875 -5.308
H 4.754 -2.552 -1.705
H 5.541 -0.843 0.319
H 2.681 2.694 2.834
H 1.226 2.304 1.897
H 2.412 3.441 1.255
Cl 1.811 3.045 -2.461
C 1.163 4.093 -1.225
C 1.737 5.346 -1.114
C 1.274 6.229 -0.152
C 0.238 5.850 0.684
C -0.321 4.589 0.553
Cl -1.636 4.195 1.623
C 0.125 3.659 -0.397
S -0.721 2.126 -0.602
H 2.536 5.624 -1.788
H 1.714 7.212 -0.062
H -0.150 6.524 1.435
C 0.866 -4.496 -0.369
C -0.399 -4.084 -1.082
O -0.265 -2.703 -1.470
P -1.520 -1.708 -1.572
O -0.821 -0.356 -1.839
Te -3.066 -1.875 0.149
O -2.120 -2.144 -2.987
C -3.393 -1.627 -3.455
C -4.348 -2.775 -3.664
H 0.795 -5.538 -0.057
H 1.020 -3.881 0.519
H 1.736 -4.394 -1.020
H -1.270 -4.190 -0.433
H -0.563 -4.672 -1.987
H -3.181 -1.094 -4.381
H -3.786 -0.915 -2.728
H -3.932 -3.500 -4.364
H -5.291 -2.405 -4.069
H -4.550 -3.272 -2.716
O 0.081 -0.484 0.882
C -0.377 -0.169 2.019
C -0.305 -1.233 3.077
C -1.631 -1.564 3.813
C -2.820 -0.654 3.511
C -2.674 0.778 4.015
C -1.315 1.372 3.662
N -0.866 1.016 2.316
H 0.454 -0.893 3.789
H 0.095 -2.117 2.585
H -1.437 -1.577 4.888
H -1.908 -2.580 3.537
H -3.718 -1.097 3.946
H -2.991 -0.641 2.431
H -2.780 0.825 5.102
H -3.470 1.393 3.593
H -0.551 1.036 4.364
H -1.331 2.460 3.710
H -1.112 1.613 1.524
```

2S+1: 1
Net charge: +1
Highest occupied orbital energy, eV: -9.475
HOMO-LUMO gap, eV: 5.522

Question: Which value of HOMO-LUMO gap does entry 1 give?
Answer: 8.941 eV